# 1
# C3H9N3

A molecular structure, C3H9N3 (ωB97M-V/def2-TZVPD, the Open Molecules 2025 dataset).

Last column: natural (NBO) charge in e.
CARTESIAN COORDINATES (ANGSTROEM)
C (-0.47, 1.11, -0.99)  -0.240
C (0.14, -0.11, -0.52)  -0.559
C (0.70, -0.54, 0.89)  0.448
H (-2.33, 1.43, -1.98)  0.365
H (-1.02, 0.95, -2.99)  0.372
H (0.56, 1.96, -1.00)  0.197
H (-0.91, 1.65, 0.18)  0.185
H (-0.65, -0.84, -0.65)  0.240
H (0.91, -0.50, -1.35)  0.214
H (-1.10, -1.05, 1.58)  0.363
H (-0.09, -1.29, 2.62)  0.379
H (2.17, 0.49, 0.78)  0.322
N (-1.64, 0.78, -2.17)  -0.807
N (-0.19, -1.42, 1.58)  -0.819
N (1.85, -0.15, 1.53)  -0.661

## Properties
**LUMO**: 0.79 eV
**Total charge**: 0
**ΔE to the lowest compared entry with this formula, charge and spin**: 100.6 kcal/mol
**Max |F|**: 6.68 eV/Å
**Gap between HOMO and LUMO**: 10.37 eV

***

# 2
# C3H9N3

2 unconnected molecules or ions with the total composition C3H9N3 (ωB97M-V/def2-TZVPD, the Open Molecules 2025 dataset).

Last column: natural (NBO) charge in e.
CARTESIAN COORDINATES (ANGSTROEM)
C (-1.65, 1.04, -1.01)  -0.454
C (-2.85, 2.95, -1.49)  -0.059
N (-2.77, 1.92, -0.77)  -0.385
H (-2.06, 0.14, -1.47)  0.209
H (-1.12, 0.62, -0.16)  0.206
H (-0.92, 1.37, -1.76)  0.173
H (-2.03, 3.46, -2.01)  0.143
H (-3.82, 3.44, -1.55)  0.166
N (2.25, -1.32, 2.05)  -0.817
C (1.99, -2.15, 0.99)  0.284
N (2.92, -2.39, 0.16)  -0.730
H (3.21, -1.24, 2.33)  0.393
H (1.62, -1.26, 2.83)  0.382
H (1.01, -2.63, 1.04)  0.143
H (2.79, -3.26, -0.33)  0.345

## Properties
**SMILES**: [H]/N=C/N.C=NC
**LUMO**: 0.90 eV
**Total charge**: 0
**ΔE to the lowest compared entry with this formula, charge and spin**: 45.8 kcal/mol
**Max |F|**: 1.21 eV/Å
**Gap between HOMO and LUMO**: 10.07 eV

***

# 3
# C3H9N3

2 unconnected molecules or ions with the total composition C3H9N3 (ωB97M-V/def2-TZVPD, the Open Molecules 2025 dataset).

Last column: natural (NBO) charge in e.
CARTESIAN COORDINATES (ANGSTROEM)
C (2.05, 0.73, -2.86)  -0.458
C (0.40, -0.09, -1.51)  -0.053
N (0.66, 0.36, -2.69)  -0.397
H (2.67, -0.03, -2.42)  0.196
H (2.32, 1.63, -2.25)  0.179
H (2.49, 0.94, -3.85)  0.212
H (0.86, 0.37, -0.65)  0.131
H (-0.32, -0.89, -1.43)  0.189
N (-1.32, 0.09, 3.16)  -0.815
C (-1.53, -0.42, 1.90)  0.322
N (-2.02, -1.62, 1.83)  -0.781
H (-0.84, 0.96, 3.34)  0.386
H (-1.60, -0.46, 3.96)  0.393
H (-0.92, 0.08, 1.14)  0.149
H (-2.91, -1.64, 2.33)  0.347

## Properties
**SMILES**: [H]/N=C\N.C=NC
**LUMO**: 0.81 eV
**Total charge**: 0
**ΔE to the lowest compared entry with this formula, charge and spin**: 77.2 kcal/mol
**Max |F|**: 3.50 eV/Å
**Gap between HOMO and LUMO**: 9.56 eV

***

# 4
# C3H9N3

2 unconnected molecules or ions with the total composition C3H9N3 (ωB97M-V/def2-TZVPD, the Open Molecules 2025 dataset).

Last column: natural (NBO) charge in e.
CARTESIAN COORDINATES (ANGSTROEM)
C (0.82, 1.28, 0.62)  -0.239
C (1.28, -1.03, -0.32)  -0.675
C (0.41, -0.05, 0.42)  0.047
N (-1.32, -1.53, 0.45)  -0.613
N (-0.96, 1.93, -0.41)  -0.720
N (-0.88, -0.30, 0.69)  -0.187
H (-1.09, -1.96, -0.45)  0.347
H (-2.28, -1.66, 0.72)  0.370
H (-1.92, 2.30, -0.54)  0.315
H (-0.77, 1.42, -1.27)  0.301
H (0.44, 1.81, 1.48)  0.209
H (1.74, 1.62, 0.15)  0.191
H (0.89, -1.24, -1.32)  0.200
H (2.28, -0.62, -0.45)  0.226
H (1.36, -1.97, 0.22)  0.227

## Properties
**LUMO (spin up / spin down)**: -0.14 / 0.33 eV
**Total charge**: 0
**ΔE to the lowest compared entry with this formula, charge and spin**: 131.6 kcal/mol
**Max |F|**: 2.14 eV/Å
**Gap between HOMO and LUMO (spin up / spin down)**: 6.51 / 8.29 eV